Here is a structure of composition C32H34Cl2FN6O5Pd from the OMol25 dataset. Energies are from wB97M-V/def2-TZVPD.

Output
Orbital gap, eV: 3.9
Max |F|, hartree/bohr: 0.009
Total energy, eV: -84131.5441

```
! RIJCOSX wB97M-V def2-TZVPD def2/J DEFGRID3
* xyz 3 1
Pd -0.155 -0.054 -0.283
F -2.417 -0.479 -6.620
C -2.331 -1.485 -5.734
C -1.942 -1.195 -4.462
C -1.791 -2.212 -3.510
C -1.335 -1.863 -2.177
O -1.082 -0.632 -1.942
C -1.219 -2.923 -1.265
C -1.522 -4.197 -1.695
N -1.912 -4.543 -2.923
C -2.138 -5.983 -3.112
C -1.798 -6.772 -4.334
C -3.241 -6.595 -3.911
C -2.060 -3.540 -3.883
C -2.482 -3.802 -5.194
C -2.611 -2.803 -6.146
N -3.021 -3.143 -7.448
C -3.515 -2.134 -8.387
C -4.090 -2.846 -9.618
N -4.582 -4.205 -9.210
C -3.431 -5.105 -8.817
C -2.362 -4.244 -8.140
C -0.823 -2.848 0.187
O -0.870 -3.842 0.871
O -0.369 -1.714 0.671
H -1.720 -0.172 -4.194
H -1.432 -4.988 -0.962
H -1.920 -6.475 -2.177
H -1.330 -7.731 -4.164
H -1.436 -6.262 -5.213
H -3.751 -7.435 -3.461
H -3.886 -5.955 -4.494
H -2.738 -4.803 -5.488
H -2.741 -1.447 -8.737
H -4.290 -1.545 -7.899
H -3.343 -3.015 -10.390
H -4.917 -2.290 -10.053
H -5.124 -4.632 -9.963
H -5.208 -4.103 -8.410
H -3.065 -5.587 -9.722
H -3.838 -5.860 -8.147
H -1.650 -3.861 -8.879
H -1.792 -4.855 -7.448
Cl 0.142 4.848 -1.417
C 0.588 4.127 0.017
C 1.010 4.829 1.103
C 1.384 4.167 2.299
Cl 1.902 5.119 3.561
C 1.338 2.737 2.456
C 1.692 2.036 3.616
C 1.586 0.657 3.613
C 1.130 0.001 2.477
N 0.813 0.676 1.365
C 0.901 1.996 1.359
C 0.515 2.634 0.085
O 0.184 1.958 -0.873
H 1.072 5.909 1.071
H 2.040 2.559 4.497
H 1.846 0.081 4.490
H 0.991 -1.072 2.421
C -2.597 -0.134 3.185
N -3.514 0.711 2.439
C -4.876 0.849 2.948
C -5.799 1.309 1.841
C -5.237 2.563 1.211
N -3.851 2.347 0.805
C -3.297 3.310 -0.125
C -3.009 1.510 1.469
O -1.791 1.462 1.180
H -3.165 -0.932 3.658
H -2.075 0.426 3.967
H -1.871 -0.584 2.511
H -4.897 1.553 3.787
H -5.189 -0.122 3.331
H -6.794 1.503 2.238
H -5.885 0.524 1.087
H -5.299 3.408 1.906
H -5.805 2.835 0.321
H -4.015 3.491 -0.924
H -2.383 2.915 -0.561
H -3.084 4.267 0.364
*
```

Mulliken atomic charge list, values in e, 2 entries: atom 1 (Pd): 0.508, atom 2 (F): -0.323